DFT (ωB97M-V/def2-TZVPD) results for a structure of composition C4H12NPdS3Sb in a non-equilibrium geometry.

XYZ file:
```
22
Properties=species:S:1:pos:R:3:forces:R:3
Pd 1.2520 -0.4110 0.5817 -1.27 0.13 -0.83
S 4.2995 -3.2221 2.9018 0.26 0.23 0.03
Sb 3.5159 -1.3046 1.8854 -0.41 -1.20 0.19
S 2.6961 -2.0552 -0.3089 0.42 0.25 0.54
S 1.3507 -0.8683 2.9340 0.76 0.15 -0.12
N 2.1349 1.9005 0.7915 -0.10 0.25 0.08
H 2.0456 1.9240 1.8010 0.01 0.00 0.06
H 1.6754 2.7122 0.3990 0.01 0.03 0.00
H 3.1169 1.9314 0.5538 0.06 0.00 -0.03
C -2.9440 -0.3890 -1.1248 0.07 -0.09 -0.07
C -1.4134 -0.2903 -1.1361 0.01 0.10 0.14
C -1.0047 1.1843 -1.2358 -0.04 -0.21 -0.01
C -0.8157 -0.9773 0.0901 0.14 0.24 -0.10
H -3.3789 0.0266 -2.0398 -0.03 0.00 0.01
H -3.3483 0.1632 -0.2723 -0.01 -0.01 0.01
H -3.2613 -1.4296 -1.0337 -0.04 0.02 0.00
H -1.0561 -0.8052 -2.0342 0.08 0.02 0.00
H -1.3310 1.7191 -0.3385 0.03 0.02 0.01
H -1.4506 1.6748 -2.1076 0.00 -0.03 0.03
H 0.0809 1.2618 -1.3038 0.03 0.10 -0.02
H -0.8206 -2.0617 -0.0057 0.01 -0.01 0.04
H -1.3435 -0.6837 1.0029 0.01 0.01 0.02
```
Forces are in eV/Å.

The calculation puts the relative energy (zero: lowest compared OMol25 entry of this formula, charge and spin) at 66.5 kJ/mol. The value obtained for the energy is -1777.08527 a.u. The HOMO-LUMO gap (alpha / beta) is 6.58 / 5.15 eV. The spin multiplicity is 4. As for the max |F|: 0.030 hartree/bohr. The net charge is -1. The value obtained for the HOMO energy (alpha / beta) is -3.496 / -3.954 eV.

***

DFT (ωB97M-V/def2-TZVPD) results for a cluster of 3 separate species, C4H12NS2 in total in a non-equilibrium geometry.

XYZ file:
```
19
Properties=species:S:1:pos:R:3:forces:R:3
C -0.5793 0.3002 1.4742 -3.07 0.11 -1.60
C -1.2721 -1.1294 -0.9042 -4.50 0.22 1.24
C 0.5520 -0.4288 0.9700 2.80 2.73 -1.61
C -0.3455 -1.7627 -1.5282 2.67 -1.08 -0.77
N 1.8597 1.8330 2.7688 -0.47 -3.02 0.73
S 1.7843 0.5292 0.2877 0.23 -4.37 0.29
S 0.7100 -0.5964 -2.4170 -0.09 -1.70 -0.42
H -1.4718 -0.2880 1.1114 0.65 0.96 0.76
H -0.6787 0.2754 2.5102 0.07 -0.14 2.06
H -0.7135 1.3633 1.1275 0.41 -1.20 0.23
H -1.4012 -0.1236 -1.2151 -0.41 1.08 0.23
H -2.1839 -1.5688 -0.3612 1.86 0.34 -0.61
H 0.7631 -1.4781 1.0793 -0.14 -0.16 0.06
H -0.1911 -2.8319 -1.3003 0.47 0.58 -0.87
H 1.9552 2.7425 2.4698 -0.11 2.47 -0.17
H 2.4192 1.6046 3.5630 0.68 0.28 0.34
H 0.9274 1.5099 3.0144 0.16 0.90 -0.19
H 1.2999 1.6857 0.4805 -1.24 1.85 0.23
H 1.3023 -1.4732 -3.2502 0.03 0.16 0.08
```
Forces are in eV/Å.

The calculation puts the relative energy (zero: lowest compared OMol25 entry of this formula, charge and spin) at 384.8 kJ/mol. The value obtained for the energy is -1010.34893 a.u. The HOMO-LUMO gap is 7.31 eV. As for the max |F|: 0.091 hartree/bohr. The net charge is +1. The value obtained for the HOMO energy is -12.737 eV.

***

DFT (ωB97M-V/def2-TZVPD) results for a cluster of 2 separate species, C4H12NSe in total in a non-equilibrium geometry.

XYZ file:
```
18
Properties=species:S:1:pos:R:3:forces:R:3
C 0.3438 -1.6296 1.7799 -0.42 -0.41 0.96
C 0.8489 -1.8331 -0.5965 -0.06 -0.47 -0.82
C -2.7589 2.7824 -1.8678 -0.52 -0.06 -0.14
C 0.4243 0.3326 0.3749 -0.05 0.75 0.09
N 0.9696 -0.9822 0.6142 0.56 -0.08 0.03
Se -2.4566 0.8766 -1.7579 0.21 -0.10 0.08
H 0.8128 -2.5899 1.9932 0.06 0.09 -0.22
H 0.4460 -0.9941 2.6599 0.06 0.04 -0.17
H -0.7155 -1.7860 1.5812 0.07 0.07 -0.13
H 1.3699 -2.7779 -0.4519 0.02 0.07 0.17
H -0.2043 -2.0237 -0.7938 0.02 0.10 0.13
H 1.2741 -1.3176 -1.4552 0.03 0.08 0.11
H -1.9456 3.2513 -2.4130 0.15 0.00 0.05
H -3.6962 2.9504 -2.3974 0.14 0.06 0.06
H -2.8276 3.1920 -0.8636 0.13 0.05 0.03
H 0.9701 0.9693 -0.2974 0.05 -0.10 -0.25
H -0.1722 0.7690 1.1546 -0.15 -0.11 0.09
H 1.9791 -0.8956 0.8159 -0.30 0.03 -0.07
```
Forces are in eV/Å.

The calculation puts the relative energy (zero: lowest compared OMol25 entry of this formula, charge and spin) at 0.0 kJ/mol. The value obtained for the energy is -2615.41280 a.u. The HOMO-LUMO gap (alpha / beta) is 8.82 / 6.69 eV. The spin multiplicity is 3. As for the max |F|: 0.022 hartree/bohr. The net charge is +1. The value obtained for the HOMO energy (alpha / beta) is -11.931 / -11.573 eV.

***

DFT (ωB97M-V/def2-TZVPD) results for a cluster of 2 separate species, C4H12O in total in a non-equilibrium geometry.

XYZ file:
```
17
Properties=species:S:1:pos:R:3:forces:R:3
C 0.9879 -1.1714 1.0116 2.85 0.22 0.17
C 1.7248 -0.8626 2.3806 1.85 -0.07 -0.01
H 1.0523 -0.2609 0.3939 -0.12 -0.53 0.06
H 1.4973 -2.0349 0.4378 -1.01 1.35 0.97
H -0.0306 -1.3561 1.2368 -0.96 -0.50 -0.10
H 2.5534 -0.0531 2.4025 -1.60 -0.96 -0.62
H 2.3114 -1.7245 2.7776 -0.67 0.21 -0.45
H 1.0321 -0.6133 3.1749 -0.26 0.20 -0.01
C -1.3314 0.9311 -0.7865 1.53 0.66 0.85
C -0.9122 0.4366 -2.1708 -0.09 1.53 -2.55
O -2.2143 2.0791 -0.8955 0.47 -0.93 0.61
H -1.8146 0.0758 -0.1714 0.45 1.72 -1.05
H -0.3076 1.2015 -0.2178 -2.47 -0.24 -0.93
H 0.1760 0.4610 -2.4105 -0.70 0.20 0.52
H -2.0896 2.4891 -1.7610 0.14 -0.27 0.24
H -1.4270 0.9657 -3.1448 0.97 -0.93 2.65
H -1.2078 -0.5632 -2.2575 -0.38 -1.64 -0.37
```
Forces are in eV/Å.

The calculation puts the relative energy (zero: lowest compared OMol25 entry of this formula, charge and spin) at 153.9 kJ/mol. The value obtained for the energy is -234.77402 a.u. The HOMO-LUMO gap is 11.15 eV. As for the max |F|: 0.058 hartree/bohr. The value obtained for the HOMO energy is -10.134 eV.

***

DFT (ωB97M-V/def2-TZVPD) results for a cluster of 2 separate species, C4H12O in total in a non-equilibrium geometry.

XYZ file:
```
17
Properties=species:S:1:pos:R:3:forces:R:3
C -0.4128 -1.0263 1.4654 -0.38 -0.76 0.64
C 0.2716 -2.2343 0.8499 -0.44 -1.42 0.17
H -1.0135 -0.4748 0.7516 0.35 0.36 -0.12
H -1.1794 -1.3457 2.1747 0.24 -0.17 0.28
H 0.3110 -0.4400 2.0267 -0.17 0.53 -0.27
H -0.3964 -3.1047 0.7959 -0.44 0.44 -0.56
H 0.6867 -2.0770 -0.1431 0.12 0.11 0.02
H 1.0080 -2.7269 1.4857 0.56 0.76 0.13
C 0.1751 0.9558 -1.3252 0.38 1.09 1.12
C -0.5426 2.2551 -0.9516 -0.91 -0.80 1.56
O 1.5957 1.2773 -1.2837 -0.67 -0.75 -0.73
H 0.0804 0.2188 -0.5366 -0.54 -0.05 -0.21
H -0.2684 0.5376 -2.2304 0.83 0.01 -0.45
H -1.4492 2.4422 -1.5142 0.31 0.50 -0.73
H 1.9536 0.5211 -0.8140 0.57 0.11 -0.14
H 0.1625 3.0674 -0.8063 -0.09 0.22 -0.75
H -0.9822 2.1543 0.0550 0.28 -0.18 0.03
```
Forces are in eV/Å.

The calculation puts the relative energy (zero: lowest compared OMol25 entry of this formula, charge and spin) at 111.8 kJ/mol. The value obtained for the energy is -234.79003 a.u. The HOMO-LUMO gap is 11.21 eV. As for the max |F|: 0.039 hartree/bohr. The value obtained for the HOMO energy is -10.271 eV.

***

DFT (ωB97M-V/def2-TZVPD) results for a cluster of 3 separate species, C4H12O2 in total in a non-equilibrium geometry.

XYZ file:
```
18
Properties=species:S:1:pos:R:3:forces:R:3
C 1.7346 -1.4789 0.8544 -0.27 0.44 -0.69
C 1.1180 -0.2349 0.2530 0.07 -0.19 0.14
C -0.1273 -0.1565 -0.2086 1.03 0.05 0.50
C 2.0381 0.9484 0.2460 0.66 -0.16 -0.45
H 1.1496 -2.3579 0.6116 -0.18 -0.17 0.16
H 1.8107 -1.3543 1.9263 0.22 -0.15 0.37
H 2.7277 -1.6104 0.4084 0.02 -0.05 0.28
H -0.3951 0.7697 -0.6772 -0.69 0.20 -0.11
H -0.8258 -0.9574 -0.0523 -0.29 -0.18 -0.38
H 1.5794 1.8188 -0.2074 -0.16 0.24 0.16
H 2.9524 0.7465 -0.3279 -0.09 -0.15 -0.15
H 2.4354 1.1727 1.2397 -0.36 0.12 0.18
H -2.0181 1.6922 -3.3521 -0.14 1.05 0.43
H -1.8710 3.2930 -3.8323 -0.37 -0.38 1.01
O -1.7665 2.3566 -4.0152 0.50 -0.67 -1.43
H -3.3091 -1.4432 1.5944 -0.22 0.08 0.51
H -4.0055 -1.4640 3.0156 -0.22 0.23 -0.33
O -3.2275 -1.7402 2.5235 0.47 -0.29 -0.20
```
Forces are in eV/Å.

The calculation puts the relative energy (zero: lowest compared OMol25 entry of this formula, charge and spin) at 62.9 kJ/mol. The value obtained for the energy is -310.00453 a.u. The HOMO-LUMO gap (alpha / beta) is 2.60 / 9.58 eV. The spin multiplicity is 2. As for the max |F|: 0.032 hartree/bohr. The net charge is -1. The value obtained for the HOMO energy (alpha / beta) is 1.064 / -6.056 eV.